177
Properties=species:S:1:pos:R:3:forces:R:3 method="wB97M-V/def2-TZVPD" spin_multiplicity=1 energy_ha=-40581.70219
C -10.2767 4.9441 0.0927 -0.062 -0.457 -0.203
C -9.5755 3.5520 -0.3443 0.290 0.873 -0.255
C -7.9833 3.7329 -0.5924 -0.456 -0.216 0.539
C -7.1975 2.3213 -0.5531 -0.090 0.580 -0.736
C -6.1577 2.1346 -1.7745 -0.107 0.071 0.642
C -4.6258 2.3367 -1.3467 -0.338 -0.148 -0.151
C -3.6526 1.2550 -2.0168 0.531 0.449 0.793
C -2.1144 1.6635 -1.8440 0.793 0.007 -0.338
C -1.4908 2.3925 -3.1543 -0.091 -0.881 -0.114
C -0.0291 1.8292 -3.5219 -0.021 0.037 0.842
C 1.0150 2.0267 -2.3090 0.253 0.497 -0.813
C 1.8832 3.3607 -2.5628 0.164 -0.205 0.900
C 3.4457 3.0415 -2.8573 -1.709 -0.429 -0.076
N 4.2928 4.0345 -2.0955 2.670 -1.013 -2.257
C 4.6001 5.1645 -3.0191 -0.435 1.561 -0.341
C 5.6534 6.2296 -2.4612 -0.423 0.322 -1.083
C 5.4701 6.6151 -0.9197 1.091 0.227 0.056
C 5.4674 7.5661 -3.3634 -0.600 -0.436 0.398
C 5.4894 3.3557 -1.5919 -0.720 -2.729 3.504
O 5.3585 2.7224 -0.5079 0.516 2.151 -3.624
O 6.7566 3.2970 -2.2318 -1.595 1.999 1.255
C 7.7498 3.7601 -1.2450 1.453 -0.275 1.914
C 8.4861 2.5150 -0.5095 -0.535 -0.063 -0.268
C 10.0838 2.5102 -0.6504 -0.323 -0.552 1.073
C 10.8044 2.9600 0.7243 0.403 -0.174 -0.755
N 10.8807 4.4609 0.8436 0.048 -0.676 0.726
H -9.6080 5.5647 0.7850 -0.915 -0.970 -1.048
H -10.5680 5.5793 -0.8229 0.594 -0.931 1.384
H -11.2401 4.7036 0.6527 1.191 0.421 -0.693
H -10.0832 3.1945 -1.3097 0.763 0.315 1.395
H -9.7542 2.7651 0.4602 0.321 1.032 -0.992
H -7.5922 4.3844 0.2618 -0.470 -0.719 -1.214
H -7.7977 4.2945 -1.5779 -0.287 -0.846 1.420
H -7.9797 1.4990 -0.6444 1.033 0.939 0.398
H -6.6297 2.2564 0.4344 -0.931 -0.199 -1.241
H -6.4464 2.9227 -2.5557 0.476 -1.484 0.761
H -6.2820 1.0623 -2.1619 0.173 1.637 0.247
H -4.3027 3.4116 -1.6010 -0.309 -1.622 0.409
H -4.5724 2.1981 -0.2092 0.138 0.318 -1.573
H -3.8617 1.1154 -3.1308 0.093 0.104 1.537
H -3.7957 0.2641 -1.4541 -0.046 1.320 -1.025
H -1.4786 0.7224 -1.6540 -1.031 1.361 -0.336
H -1.9339 2.3389 -0.9329 -0.520 -0.995 -1.201
H -2.1795 2.1290 -4.0318 0.917 0.610 1.110
H -1.4719 3.5284 -3.0237 0.026 -1.537 -0.227
H 0.3730 2.3920 -4.4315 -0.538 -0.869 1.131
H -0.0496 0.7087 -3.7700 -0.361 1.615 0.245
H 1.7030 1.1162 -2.2621 -0.885 1.303 -0.025
H 0.5215 2.1249 -1.2872 0.394 -0.290 -1.458
H 1.4380 3.9876 -3.4125 0.613 -0.960 1.143
H 1.8041 3.9991 -1.6070 0.436 -0.868 -1.510
H 3.5678 3.1250 -3.9901 0.297 0.035 1.428
H 3.7138 1.9539 -2.5967 -0.460 1.780 -0.002
H 4.8998 4.8313 -4.0824 -0.165 0.314 1.569
H 3.6096 5.7394 -3.1654 1.323 -0.999 0.326
H 6.6955 5.8208 -2.7111 -1.465 0.612 0.817
H 6.5233 6.8623 -0.5184 -1.566 -0.338 -0.500
H 5.0623 5.7723 -0.2663 0.340 1.209 -0.990
H 4.8765 7.5943 -0.7968 0.570 -1.744 -0.200
H 5.6459 8.4535 -2.6759 0.125 -0.903 -1.236
H 4.3777 7.6515 -3.7199 1.494 -0.135 0.579
H 6.1083 7.5646 -4.3018 -0.622 0.142 1.354
H 8.5693 4.3939 -1.7152 -1.317 -0.836 -0.043
H 7.2643 4.4151 -0.4329 0.507 -0.997 -1.461
H 8.2238 2.4706 0.6095 0.211 0.230 -1.684
H 7.9880 1.5804 -0.9622 0.974 1.389 0.650
H 10.4283 3.1953 -1.4933 -0.427 -1.067 1.271
H 10.4067 1.4223 -0.8522 -0.363 1.668 0.109
H 10.3225 2.5029 1.6515 0.445 0.343 -1.339
H 11.8831 2.5802 0.6808 -1.430 0.388 0.087
H 10.2602 4.8008 1.5984 0.457 -0.328 -0.685
H 11.8340 4.6727 1.1628 -0.888 0.073 -0.199
C -12.1710 0.5255 1.5254 0.019 -0.067 -0.011
Cl -11.0473 0.0656 2.8202 -0.234 0.061 -0.313
Cl -11.3811 0.3043 -0.0495 -0.143 0.001 0.218
Cl -13.6220 -0.4944 1.6093 0.253 0.144 -0.015
Cl -12.6319 2.2300 1.7210 0.064 -0.238 -0.020
C -9.3235 1.8571 5.8819 0.048 0.043 0.041
Cl -9.3005 0.1019 5.5949 0.004 0.292 0.124
Cl -7.9429 2.6066 5.0541 -0.251 -0.121 0.106
Cl -10.8349 2.5533 5.2587 0.390 -0.003 0.100
Cl -9.2095 2.1699 7.6260 -0.020 -0.070 -0.285
C 1.1459 -2.3850 -2.3337 0.051 0.014 0.008
Cl 0.7579 -2.2385 -4.0609 0.051 -0.030 0.248
Cl -0.1624 -1.6707 -1.3710 0.183 -0.147 -0.128
Cl 1.3277 -4.1008 -1.9115 -0.099 0.540 -0.226
Cl 2.6592 -1.5240 -1.9925 -0.145 -0.168 -0.039
C 8.9150 6.5115 -6.1547 0.069 0.048 0.098
Cl 8.5906 5.4716 -4.7528 -0.105 0.248 -0.209
Cl 10.6169 6.3535 -6.6348 -0.267 0.155 0.047
Cl 7.8699 6.0216 -7.5069 0.200 -0.028 0.191
Cl 8.5828 8.2023 -5.7267 0.118 -0.258 -0.039
C -15.5899 1.2779 5.1960 -0.044 -0.002 -0.023
Cl -15.8466 -0.3492 5.8586 0.052 0.266 -0.146
Cl -16.1194 1.3185 3.5014 0.058 0.036 0.279
Cl -16.5293 2.4556 6.1372 0.148 -0.180 -0.122
Cl -13.8636 1.6880 5.2895 -0.375 -0.171 0.009
C 0.7053 -8.4003 -1.1985 -0.069 -0.020 0.020
Cl 1.4000 -6.8395 -0.7113 -0.063 -0.509 0.107
Cl -0.2026 -9.0944 0.1601 0.169 0.142 -0.263
Cl -0.3864 -8.1562 -2.5766 0.220 0.033 0.254
Cl 2.0125 -9.5096 -1.6654 -0.193 0.266 0.187
C 0.6132 -12.0991 3.0026 0.112 0.008 -0.127
Cl 1.4794 -12.0216 1.4543 -0.154 -0.028 0.218
Cl 1.7329 -11.7135 4.3251 -0.156 -0.023 -0.232
Cl -0.7213 -10.9270 2.9968 0.575 -0.220 -0.048
Cl -0.0378 -13.7346 3.2337 0.067 0.281 -0.029
C 9.9228 -1.9962 -2.0909 0.037 -0.049 -0.061
Cl 10.8003 -1.9925 -3.6348 -0.129 -0.053 0.271
Cl 11.0546 -1.6515 -0.7662 -0.181 -0.027 -0.205
Cl 8.6544 -0.7516 -2.1234 0.049 -0.442 0.160
Cl 9.1810 -3.5894 -1.8364 0.109 0.267 -0.031
C 14.3921 4.7635 3.7373 0.014 -0.029 0.127
Cl 14.0082 4.9113 2.0089 0.365 0.030 0.261
Cl 13.1038 5.5219 4.6959 0.195 -0.124 -0.176
Cl 14.5195 3.0461 4.1700 -0.033 0.284 -0.091
Cl 15.9354 5.5750 4.0716 -0.271 -0.136 -0.080
C -15.7589 -1.7658 9.6791 -0.002 0.063 0.022
Cl -17.5332 -1.6883 9.6834 0.285 -0.011 -0.019
Cl -15.2156 -2.8111 8.3491 -0.075 0.132 0.205
Cl -15.0954 -0.1332 9.4591 -0.097 -0.265 0.059
Cl -15.1914 -2.4319 11.2244 -0.089 0.095 -0.252
C -0.7014 -13.4692 7.3604 0.059 -0.036 0.086
Cl 1.0604 -13.2731 7.4560 -0.324 -0.014 -0.011
Cl -1.0867 -14.9531 6.4638 -0.280 0.471 -0.219
Cl -1.3740 -13.5752 9.0006 0.098 0.031 -0.272
Cl -1.4127 -12.0745 6.5177 0.266 -0.227 0.243
C -4.6302 -10.7626 3.0813 -0.058 0.043 0.021
Cl -3.5060 -11.2422 4.3715 -0.667 0.016 -0.194
Cl -3.8423 -10.9614 1.5017 -0.160 0.028 0.218
Cl -6.0805 -11.7853 3.1511 0.249 0.141 -0.012
Cl -5.0931 -9.0622 3.3016 0.087 -0.269 -0.039
C 11.0637 2.3824 -4.8105 -0.131 0.003 -0.039
Cl 9.8595 1.3517 -4.0096 0.344 0.442 -0.276
Cl 11.4713 3.7509 -3.7513 0.103 -0.192 -0.332
Cl 12.5275 1.4322 -5.1420 -0.206 0.136 0.075
Cl 10.4006 2.9940 -6.3412 0.168 -0.317 0.192
C 5.5215 -12.8175 0.7704 0.007 -0.041 0.050
Cl 7.2811 -12.5818 0.8203 -0.281 -0.029 -0.019
Cl 5.1488 -14.3109 -0.1157 0.042 0.246 0.137
Cl 4.8937 -12.9402 2.4275 0.126 0.027 -0.284
Cl 4.7629 -11.4366 -0.0519 0.101 -0.190 0.135
C -9.7961 8.3901 2.7628 -0.008 0.084 0.007
Cl -10.0291 6.7621 3.4351 0.028 0.231 -0.060
Cl -10.3047 8.4076 1.0606 0.067 0.040 0.296
Cl -10.7711 9.5538 3.6833 0.394 -0.096 -0.222
Cl -8.0802 8.8356 2.8724 -0.255 -0.095 -0.026
C 0.1349 -11.6583 -4.5296 0.000 -0.003 0.039
Cl 1.8935 -11.4109 -4.4684 -0.289 -0.120 -0.135
Cl -0.2199 -13.1563 -5.4152 0.057 0.234 0.138
Cl -0.5056 -11.7832 -2.8775 0.082 -0.038 -0.259
Cl -0.6284 -10.2867 -5.3606 0.117 -0.257 0.061
C 5.2914 10.2937 -7.6597 -0.012 -0.037 -0.019
Cl 3.5652 10.4779 -8.0364 0.254 -0.011 0.065
Cl 5.6212 10.9671 -6.0491 -0.037 -0.120 -0.212
Cl 5.7218 8.5712 -7.6788 -0.163 0.347 -0.030
Cl 6.2580 11.1587 -8.8729 -0.234 -0.220 0.341
C -3.0104 -17.1086 3.0692 -0.072 0.062 -0.058
Cl -1.9318 -17.6346 4.3795 -0.121 0.046 -0.174
Cl -2.1865 -17.3086 1.5089 -0.116 0.042 0.268
Cl -4.4889 -18.0920 3.0891 0.254 0.156 0.008
Cl -3.4323 -15.3988 3.3015 0.082 -0.248 -0.018
C 8.9442 13.3940 -11.1774 0.066 0.043 0.008
Cl 8.5143 15.0185 -10.6033 0.058 -0.273 -0.090
Cl 9.9586 12.5862 -9.9640 -0.186 0.117 -0.190
Cl 7.4639 12.4466 -11.4355 0.290 0.218 -0.136
Cl 9.8384 13.5232 -12.7062 -0.154 -0.027 0.246
C -14.1217 8.9531 5.6939 -0.009 -0.112 -0.035
Cl -15.8972 8.9905 5.6735 0.283 0.014 0.008
Cl -13.5360 7.9153 4.3775 -0.318 0.050 0.289
Cl -13.4932 10.6007 5.4758 -0.118 -0.200 0.049
Cl -13.5610 8.3074 7.2503 -0.077 0.112 -0.253
C 1.4911 -16.9781 9.7294 -0.005 -0.109 -0.025
Cl 2.2166 -15.4432 10.2507 -0.127 -0.246 -0.075
Cl 0.5285 -17.6585 11.0582 0.146 0.112 -0.194
Cl 0.4418 -16.6905 8.3249 0.432 -0.215 0.567
Cl 2.7773 -18.1199 9.2849 -0.179 0.171 0.077

101
Properties=species:S:1:pos:R:3:forces:R:3 method="wB97M-V/def2-TZVPD" relative_energy_ev=0.6796 smiles="CC[C@H](Br)OC(=O)N(C[C@H](O)C(F)(F)F)P(O)I.c1ccccc1.c1ccccc1.c1ccccc1.c1ccccc1.c1ccccc1.c1ccccc1" spin_multiplicity=1 energy_ha=-5535.13666
C -3.9917 1.3985 -3.8357 0.429 -0.702 -0.404
C -2.5208 1.1787 -4.2883 0.007 0.081 -0.380
C -1.6190 2.3971 -4.0350 -1.345 -0.343 -0.619
Br 0.1696 2.0094 -4.7266 0.026 0.116 -0.047
O -1.6174 2.8701 -2.7018 0.205 -0.772 0.234
C -0.8082 2.1066 -1.8562 -2.203 -0.443 -0.992
O 0.2482 2.4999 -1.5854 2.846 0.683 0.732
N -1.3977 0.9129 -1.3479 0.244 1.058 0.676
C -0.3892 -0.1141 -0.9874 0.099 -0.896 -0.133
C -0.1549 -1.0406 -2.2257 -0.252 0.358 1.585
O -1.3701 -1.6884 -2.5139 0.020 0.363 -0.572
C 0.9308 -2.1506 -1.9500 -1.196 1.690 -1.299
F 1.7252 -1.8537 -0.9330 0.374 -0.054 0.540
F 0.3385 -3.3018 -1.7451 -0.077 -1.027 0.729
F 1.6743 -2.2887 -3.0552 0.526 -0.112 -0.260
P -2.3699 1.2360 0.0974 -1.161 -1.321 0.167
O -3.9154 1.3532 -0.4760 1.384 1.055 0.005
I -1.8206 3.5040 0.9284 -0.150 -0.112 -0.347
H -4.1102 2.2449 -3.1528 -0.037 -0.217 -0.128
H -4.6160 1.5452 -4.7251 0.062 0.284 0.304
H -4.3369 0.4590 -3.3874 -0.068 0.433 0.239
H -2.0739 0.2558 -3.9010 -0.229 0.289 0.220
H -2.5453 1.0437 -5.3797 0.238 0.067 0.248
H -2.0182 3.2079 -4.6521 0.363 0.111 0.341
H 0.5322 0.2858 -0.5477 -0.178 0.146 -0.355
H -0.8449 -0.7574 -0.2139 0.126 0.248 -0.105
H 0.1547 -0.3899 -3.0528 -0.054 -0.549 -0.131
H -1.8028 -1.9170 -1.6798 0.071 -0.047 -0.210
H -3.9739 2.1653 -1.0120 -0.455 -0.328 -0.058
C -0.6911 -2.8010 3.4137 0.001 -0.009 -0.003
C -1.3752 -2.4988 4.5840 0.004 0.009 0.003
C -1.6827 -1.1788 4.8891 0.012 -0.023 -0.005
C -1.3026 -0.1602 4.0257 -0.015 0.036 -0.013
C -0.6111 -0.4618 2.8605 0.031 -0.041 -0.004
C -0.3062 -1.7817 2.5527 -0.018 0.028 -0.011
H -0.4568 -3.8306 3.1731 0.007 0.019 0.009
H -1.6697 -3.2931 5.2590 -0.003 0.012 -0.020
H -2.2187 -0.9436 5.8004 0.013 0.004 -0.016
H -1.5435 0.8691 4.2619 0.013 -0.018 0.009
H -0.3095 0.3354 2.1909 0.013 0.001 0.038
H 0.2327 -2.0174 1.6417 0.033 -0.011 0.039
C -0.4317 4.1541 6.5987 0.003 -0.011 0.011
C 0.0694 3.2936 5.6310 -0.007 -0.024 -0.006
C 0.6680 2.0976 6.0064 0.009 0.027 -0.044
C 0.7678 1.7639 7.3495 0.012 -0.037 0.047
C 0.2745 2.6278 8.3184 -0.024 0.009 -0.007
C -0.3263 3.8223 7.9433 -0.002 -0.009 -0.007
H -0.9041 5.0836 6.3055 0.019 -0.010 0.006
H -0.0068 3.5540 4.5819 -0.001 -0.003 0.011
H 1.0561 1.4248 5.2515 -0.011 0.005 0.017
H 1.2323 0.8296 7.6419 0.013 0.021 -0.010
H 0.3577 2.3696 9.3672 -0.003 0.005 -0.021
H -0.7130 4.4952 8.6988 0.006 -0.013 -0.013
C 0.2184 -2.8335 -6.0919 0.039 -0.027 -0.093
C -0.3003 -2.2002 -7.2124 -0.097 0.142 0.049
C -0.2944 -2.8345 -8.4461 0.030 -0.054 0.001
C 0.2413 -4.1101 -8.5624 0.023 -0.010 0.024
C 0.7732 -4.7431 -7.4459 -0.018 0.018 0.006
C 0.7611 -4.1059 -6.2113 -0.002 -0.012 0.017
H 0.2050 -2.3314 -5.1335 -0.005 -0.033 -0.011
H -0.7163 -1.2038 -7.1181 0.009 -0.013 -0.014
H -0.7049 -2.3362 -9.3157 0.008 -0.008 0.019
H 0.2466 -4.6104 -9.5229 0.008 0.006 0.017
H 1.1973 -5.7355 -7.5377 -0.013 0.017 0.003
H 1.1741 -4.6016 -5.3411 -0.008 0.010 -0.013
C -6.1832 5.6381 -5.3608 0.006 0.001 0.005
C -5.4053 6.0029 -6.4517 -0.001 -0.013 -0.005
C -4.0313 6.1449 -6.3095 0.000 -0.015 -0.005
C -3.4352 5.9258 -5.0746 0.019 -0.024 -0.006
C -4.2145 5.5694 -3.9817 0.023 -0.051 0.052
C -5.5879 5.4239 -4.1246 -0.001 -0.018 -0.018
H -7.2539 5.5214 -5.4737 0.017 0.014 0.003
H -5.8705 6.1763 -7.4142 0.010 -0.010 0.018
H -3.4247 6.4265 -7.1613 -0.012 -0.002 0.017
H -2.3628 6.0341 -4.9633 -0.018 0.022 0.010
H -3.7492 5.4039 -3.0167 0.010 0.009 -0.020
H -6.1952 5.1437 -3.2725 0.008 0.011 -0.014
C 1.9243 -2.5844 8.0349 -0.021 0.035 0.010
C 2.9880 -3.3907 7.6529 -0.003 -0.015 -0.013
C 4.0328 -3.6273 8.5360 -0.003 0.003 0.008
C 4.0164 -3.0542 9.8005 0.000 0.003 -0.011
C 2.9573 -2.2408 10.1800 -0.006 0.009 0.016
C 1.9105 -2.0068 9.2984 0.004 -0.006 -0.034
H 1.1059 -2.4050 7.3476 0.022 0.007 0.000
H 3.0022 -3.8359 6.6656 -0.006 0.007 0.020
H 4.8608 -4.2589 8.2386 -0.015 0.013 0.003
H 4.8302 -3.2407 10.4902 -0.011 0.010 -0.013
H 2.9471 -1.7891 11.1644 -0.001 -0.014 -0.018
H 1.0829 -1.3737 9.5954 0.008 -0.019 -0.001
C 7.2510 -2.5159 -0.7932 -0.012 0.000 0.006
C 6.7142 -3.5607 -1.5334 0.004 -0.013 -0.006
C 5.4367 -3.4501 -2.0662 0.025 0.019 0.021
C 4.6937 -2.2960 -1.8557 0.241 -0.028 0.061
C 5.2278 -1.2547 -1.1080 0.014 -0.010 0.004
C 6.5065 -1.3636 -0.5779 -0.002 0.001 0.003
H 8.2499 -2.5997 -0.3830 -0.020 -0.003 0.000
H 7.2925 -4.4621 -1.6958 -0.006 0.022 -0.003
H 5.0191 -4.2641 -2.6463 0.008 0.019 0.004
H 3.7067 -2.2096 -2.2713 0.019 0.006 -0.067
H 4.6464 -0.3561 -0.9387 0.012 -0.014 -0.011
H 6.9235 -0.5503 0.0033 -0.007 -0.013 -0.014